Here is a molecular structure, C18H29Cl2IrN3OSSi2 from the Open Molecules 2025 dataset. Energies are from ωB97M-V with the def2-TZVPD basis set.

The geometry in XYZ format:
```
57
Properties=species:S:1:pos:R:3:forces:R:3:mulliken_charge:R:1
Ir -0.228 -0.059 0.229 0.09 0.84 0.76 1.18
Cl 2.130 0.128 0.601 0.12 -0.20 0.21 -0.25
C 2.622 1.803 0.486 -0.17 0.06 0.01 0.85
C 3.965 2.101 0.595 0.01 0.02 0.01 -1.00
C 4.340 3.428 0.470 0.02 -0.02 0.01 -0.41
C 3.383 4.405 0.236 -0.02 0.00 -0.01 -0.74
C 2.047 4.064 0.123 0.00 0.00 0.01 0.23
Cl 0.883 5.303 -0.176 -0.01 0.01 0.01 -0.20
C 1.625 2.735 0.249 0.12 -0.06 0.22 0.26
S -0.054 2.288 0.121 -0.05 -0.33 -0.74 -0.57
H 4.692 1.322 0.773 0.00 -0.01 0.01 0.47
H 5.381 3.703 0.556 0.01 0.00 0.00 0.39
H 3.667 5.443 0.138 0.00 0.00 0.00 0.44
C -4.561 -1.828 1.437 -0.03 -0.01 -0.02 -0.82
N -4.027 -0.881 0.453 0.00 0.08 0.04 0.23
C -4.801 -0.210 -0.452 0.05 -0.03 -0.03 -0.29
C -4.272 0.648 -1.350 -0.05 0.02 -0.05 -1.06
C -2.859 0.873 -1.351 -0.08 -0.05 -0.08 1.17
N -2.135 0.202 -0.453 -0.02 -0.12 0.09 0.15
C -2.695 -0.656 0.421 0.20 -0.16 -0.01 -0.29
O -1.849 -1.217 1.154 -0.03 0.04 0.21 -0.69
N -2.262 1.684 -2.206 -0.01 0.03 0.10 -0.24
H -5.645 -1.816 1.367 0.00 -0.01 0.01 0.35
H -4.250 -1.527 2.435 0.00 -0.01 0.00 0.31
H -4.186 -2.828 1.225 -0.01 0.00 0.00 0.25
H -5.860 -0.415 -0.404 0.00 0.01 0.00 0.42
H -4.907 1.166 -2.052 -0.01 -0.01 0.01 0.44
H -2.807 2.221 -2.859 0.02 0.02 0.00 0.26
H -1.288 1.925 -2.059 0.00 -0.03 -0.04 0.10
C 1.121 -3.943 -2.190 -0.11 -0.05 0.04 -1.21
Si -0.196 -2.787 -1.520 0.12 -0.17 0.15 0.01
C -1.811 -3.713 -1.267 0.00 0.07 -0.12 -0.94
C -0.521 -1.498 -2.854 0.07 -0.01 0.02 -1.08
C 0.493 -2.065 0.094 -0.30 -0.10 -0.71 -0.88
Si 0.420 -2.968 1.776 0.10 0.00 -0.09 0.93
C 2.014 -3.959 1.834 -0.02 0.05 0.01 -1.20
C 0.409 -1.758 3.218 0.02 -0.03 0.04 -1.14
C -1.002 -4.171 2.002 0.04 0.01 0.01 -1.04
H 0.783 -4.446 -3.098 0.00 0.00 -0.01 0.37
H 1.393 -4.715 -1.467 0.00 0.00 0.01 0.30
H 2.027 -3.385 -2.437 0.01 0.01 0.00 0.33
H -2.177 -4.053 -2.239 -0.02 0.01 0.01 0.46
H -2.586 -3.077 -0.829 -0.01 0.01 0.00 0.11
H -1.702 -4.587 -0.629 0.02 -0.02 0.01 0.34
H -0.504 -2.001 -3.824 -0.01 0.00 -0.02 0.45
H 0.236 -0.711 -2.880 0.01 0.00 0.00 0.33
H -1.500 -1.028 -2.751 0.01 0.00 0.00 0.21
H 1.570 -2.082 -0.116 -0.02 0.17 -0.08 0.97
H 2.886 -3.301 1.814 0.01 0.00 0.00 0.31
H 2.098 -4.648 0.992 -0.01 0.00 -0.02 0.30
H 2.070 -4.550 2.750 -0.01 -0.01 0.01 0.37
H 0.738 -0.749 2.964 0.02 -0.02 -0.01 0.28
H 1.081 -2.128 3.996 -0.03 -0.02 0.03 0.39
H -0.587 -1.674 3.655 -0.02 0.01 -0.03 0.25
H -0.893 -5.057 1.376 0.01 -0.01 -0.01 0.30
H -1.972 -3.720 1.803 0.01 0.00 0.01 0.11
H -0.993 -4.510 3.042 0.00 0.00 0.01 0.40
```
Positions in Å, forces in eV/Å.

**2S+1**: 1
**Maximum force**: 0.022 hartree/bohr
**Net charge**: +1
**Gap between HOMO and LUMO (alpha / beta)**: 6.62 / 6.62 eV

Here is 10 unconnected molecules or ions with the total composition C44H116N8O16 from the Open Molecules 2025 dataset. Energies are from ωB97M-V with the def2-TZVPD basis set.

The geometry in XYZ format:
```
184
Properties=species:S:1:pos:R:3:forces:R:3:mulliken_charge:R:1
C 6.472 -4.851 3.364 0.18 -0.02 1.20 -0.78
O 5.085 -5.143 3.053 1.75 -0.44 0.08 -0.43
C 4.682 -6.319 3.754 -0.30 -0.62 -0.18 -0.62
C 3.932 -6.023 5.032 1.41 -1.07 1.44 0.31
C 3.208 -7.232 5.484 -0.70 -0.35 -0.60 -1.45
N 3.062 -4.916 4.963 0.27 0.79 -0.34 -0.75
H 6.565 -4.516 4.397 -0.37 0.51 0.21 0.32
H 7.001 -4.111 2.763 -0.92 0.06 -0.50 0.31
H 7.142 -5.709 3.421 -0.39 -0.63 -0.74 0.31
H 4.047 -6.954 3.136 -0.02 0.26 -0.61 0.38
H 5.515 -6.938 4.087 0.39 -0.01 -0.49 0.34
H 4.742 -5.776 5.718 -0.05 0.17 0.64 0.31
H 2.432 -7.357 4.728 -0.20 -0.44 -0.26 0.36
H 2.624 -7.025 6.381 0.61 -0.45 0.41 0.36
H 3.854 -8.108 5.428 -0.27 -0.19 0.69 0.36
H 3.710 -4.464 4.333 -1.04 2.13 -0.60 0.37
H 2.264 -5.223 4.426 -0.37 0.32 -0.36 0.28
C 3.679 8.377 2.031 -0.06 1.08 -1.08 -0.78
O 3.467 9.825 1.897 0.19 -0.82 0.83 -0.30
C 4.614 10.709 1.889 -0.17 -0.91 0.55 -0.62
C 4.251 12.153 2.372 -1.65 -1.12 -2.08 0.35
C 2.977 12.515 1.546 -0.62 0.31 0.78 -1.25
N 5.328 13.033 2.036 1.34 0.22 0.08 -0.69
H 4.247 7.990 2.877 -0.01 0.71 0.47 0.30
H 4.186 7.983 1.151 0.18 0.14 -0.26 0.31
H 2.691 7.916 2.018 -0.03 0.29 0.23 0.25
H 5.416 10.208 2.430 0.18 0.35 0.38 0.39
H 4.956 10.780 0.857 0.10 0.25 -0.26 0.24
H 3.984 12.261 3.424 0.31 -0.44 0.06 0.33
H 2.578 13.408 2.027 -0.15 0.31 -0.37 0.36
H 2.164 11.789 1.547 0.21 -0.27 0.45 0.32
H 3.137 12.699 0.483 0.58 0.19 0.05 0.28
H 5.516 13.040 1.044 -0.06 -0.16 -0.11 0.24
H 5.226 14.002 2.302 -0.35 -0.12 0.30 0.26
C 2.139 2.018 -8.395 -0.78 -0.58 -0.06 -0.73
O 1.113 2.533 -9.236 0.94 0.31 0.47 -0.33
C 0.774 3.882 -8.853 -0.76 -1.91 -0.79 -0.59
C 0.102 4.504 -10.066 -0.31 -1.02 -0.14 0.61
C 0.987 4.777 -11.208 1.09 0.94 -1.61 -1.53
N -0.724 5.627 -9.743 -0.31 0.54 0.36 -0.71
H 3.003 2.682 -8.388 0.28 -0.27 -0.16 0.31
H 2.327 0.987 -8.695 0.51 0.26 -0.58 0.26
H 1.822 1.851 -7.366 -0.36 0.57 0.37 0.29
H -0.008 3.730 -8.109 0.15 0.61 0.64 0.28
H 1.666 4.378 -8.471 -0.11 0.42 0.00 0.38
H -0.591 3.770 -10.477 -0.14 -0.45 0.44 0.19
H 1.325 3.911 -11.776 0.10 -0.24 0.50 0.34
H 1.856 5.388 -10.960 0.23 -0.02 0.19 0.34
H 0.442 5.365 -11.946 -0.19 0.10 0.02 0.40
H -0.164 6.372 -9.352 0.05 0.29 0.13 0.22
H -1.331 5.293 -9.009 -0.38 0.45 0.21 0.29
C 0.024 9.690 -5.703 0.26 0.04 -0.67 -0.79
O -1.144 9.111 -5.183 -0.36 0.03 0.77 -0.27
C -1.969 10.061 -4.485 -0.41 -0.26 0.81 -0.98
C -3.337 9.389 -4.055 -0.26 -1.51 -0.42 0.22
C -3.169 7.885 -3.821 1.20 -0.30 1.61 -1.18
N -4.252 9.455 -5.190 0.66 0.65 -0.51 -0.75
H 0.801 9.910 -4.971 -0.39 0.63 0.50 0.30
H -0.271 10.527 -6.336 0.36 0.54 0.22 0.33
H 0.580 9.032 -6.372 -0.64 -0.66 -0.10 0.23
H -1.490 10.543 -3.633 0.55 -0.42 0.29 0.48
H -2.163 10.894 -5.160 -0.32 0.14 -0.26 0.47
H -3.938 9.854 -3.274 1.08 0.18 0.75 0.43
H -2.706 7.336 -4.641 -0.15 0.41 -0.22 0.20
H -4.023 7.301 -3.479 -0.55 0.66 -0.37 0.39
H -2.481 7.770 -2.983 0.41 -0.15 0.11 0.36
H -3.469 9.431 -5.827 -0.92 -0.31 -1.93 0.33
H -4.513 10.430 -5.185 -0.52 0.34 -0.58 0.25
C -3.002 6.406 8.801 0.72 -0.02 1.15 -0.67
O -2.405 7.726 8.882 1.39 -1.04 1.35 -0.37
C -1.207 7.701 9.791 0.63 -0.17 -1.49 -0.60
C 0.156 7.233 9.166 -2.03 -1.24 -0.31 -0.61
N 0.370 5.782 9.157 -0.04 -0.15 -1.17 -0.23
C 1.783 5.424 8.981 0.09 1.21 0.69 -0.47
C 1.993 3.928 9.063 -2.03 0.07 2.44 -0.83
O 3.069 3.302 8.491 0.90 1.16 1.86 -0.34
C 2.743 2.924 7.252 0.43 -2.37 -2.87 -0.78
H -3.942 6.330 8.255 0.43 0.69 -0.59 0.28
H -3.292 6.062 9.794 -0.01 0.19 0.49 0.31
H -2.255 5.673 8.498 -0.09 0.02 -0.63 0.25
H -1.321 7.106 10.698 -0.81 0.15 0.16 0.38
H -0.905 8.723 10.018 -1.10 0.21 0.22 0.33
H 0.962 7.732 9.703 0.14 0.36 -0.13 0.42
H 0.016 7.535 8.128 0.84 0.38 -0.13 0.27
H -0.050 5.271 9.920 0.10 0.27 0.28 0.24
H 2.279 5.926 9.812 0.74 -0.19 0.36 0.36
H 2.245 5.942 8.141 -0.45 -0.38 -0.65 0.35
H 1.034 3.456 8.850 -0.16 -0.21 -1.21 0.44
H 1.949 3.694 10.126 0.88 0.04 0.45 0.38
H 2.036 2.094 7.266 -1.08 0.33 0.01 0.32
H 3.564 2.344 6.831 0.64 0.65 -0.26 0.29
H 2.453 3.729 6.577 -0.16 0.03 -0.05 0.30
C 7.516 -10.524 -8.244 -0.34 -1.13 -0.23 -0.83
O 6.196 -10.576 -7.702 0.01 -0.21 -1.32 -0.33
C 5.141 -10.519 -8.697 0.20 0.44 1.59 -0.39
C 3.837 -10.177 -7.894 0.65 0.69 -1.79 -0.71
N 3.043 -9.166 -8.597 -1.27 -0.49 1.55 -0.38
C 3.456 -7.764 -8.579 1.43 -0.28 -0.53 -0.64
C 3.984 -7.191 -7.237 -0.58 0.90 0.70 -0.65
O 5.372 -6.978 -7.107 0.59 -0.86 -1.19 -0.30
C 5.778 -6.250 -5.981 0.62 -0.68 0.10 -0.79
H 8.185 -10.894 -7.467 0.06 0.47 0.04 0.27
H 7.838 -9.584 -8.694 -0.30 0.55 0.56 0.31
H 7.628 -11.224 -9.072 -0.16 -0.41 -0.13 0.35
H 4.876 -11.418 -9.253 0.81 -0.90 0.33 0.37
H 5.453 -9.859 -9.506 -0.31 0.86 0.27 0.35
H 4.060 -9.868 -6.873 0.14 -0.02 -0.18 0.27
H 3.274 -11.111 -7.886 -0.29 0.18 0.35 0.39
H 2.804 -9.516 -9.514 -0.01 0.43 -0.04 0.25
H 2.675 -7.103 -8.956 -0.40 -0.30 0.30 0.36
H 4.211 -7.711 -9.363 0.75 0.81 0.22 0.34
H 3.589 -7.725 -6.373 0.03 -0.73 0.02 0.43
H 3.596 -6.193 -7.033 -0.78 0.28 -0.62 0.46
H 5.242 -5.310 -5.846 -0.19 0.04 0.03 0.31
H 6.846 -6.062 -6.086 -0.06 0.32 -0.37 0.24
H 5.759 -6.877 -5.090 -0.62 0.04 0.36 0.32
C -0.505 -11.329 -0.544 -0.70 1.57 -0.12 -0.74
O 0.027 -10.335 -1.445 -0.81 -1.06 0.19 -0.38
C 0.119 -10.806 -2.800 2.44 1.68 0.56 -0.35
C -1.099 -11.217 -3.526 -1.61 -1.52 0.56 -1.05
N -2.170 -10.280 -3.796 0.55 -0.15 0.80 -0.27
C -1.877 -9.356 -4.862 -0.57 0.75 0.78 -0.15
C -2.953 -8.288 -4.929 -2.12 -0.29 0.00 -0.88
O -3.009 -7.354 -3.807 1.27 -0.19 -2.42 -0.35
C -2.291 -6.161 -4.200 -0.34 0.23 2.52 -0.74
H -1.588 -11.347 -0.670 -0.20 -0.50 -0.19 0.28
H -0.403 -10.909 0.456 0.51 -0.23 0.03 0.27
H -0.096 -12.337 -0.622 0.30 0.11 -0.18 0.32
H 0.928 -11.535 -2.761 -0.33 -0.82 -0.43 0.43
H 0.619 -9.969 -3.288 -0.16 0.27 -0.25 0.22
H -1.585 -11.942 -2.874 0.00 -0.55 -0.06 0.41
H -0.867 -11.767 -4.437 0.32 0.09 -0.09 0.44
H -2.418 -9.881 -2.902 -0.16 0.71 -0.16 0.32
H -1.859 -10.043 -5.709 0.13 0.77 -0.70 0.35
H -0.958 -8.782 -4.755 0.68 -0.32 -0.05 0.17
H -3.939 -8.751 -4.931 -0.04 -0.48 0.33 0.39
H -3.007 -7.781 -5.893 0.70 0.44 0.01 0.45
H -2.931 -5.331 -4.498 -0.36 -0.45 -1.06 0.29
H -1.409 -6.330 -4.818 -0.26 -0.05 -0.13 0.33
H -1.992 -5.760 -3.231 0.76 -0.01 0.07 0.24
C -9.549 2.632 10.891 0.83 -1.09 0.07 -0.74
O -10.278 2.324 9.715 0.45 1.04 0.34 -0.36
C -9.560 2.682 8.521 -0.43 -0.16 0.61 -0.66
C -8.765 1.505 7.949 -0.83 1.24 -0.43 -0.22
N -8.540 1.919 6.541 1.17 -1.41 0.57 -0.41
C -7.569 1.051 5.816 -2.03 -0.04 -0.90 -0.94
C -6.131 1.359 5.986 -0.64 0.18 -0.12 -0.34
O -5.945 2.766 5.882 1.65 -1.04 -0.47 -0.37
C -4.515 2.942 5.985 -0.73 1.60 0.91 -0.75
H -9.222 3.663 11.020 -0.38 0.31 -0.34 0.30
H -8.643 2.026 10.873 0.45 0.00 0.08 0.29
H -10.043 2.299 11.804 -0.61 0.14 -0.32 0.29
H -8.863 3.513 8.630 -0.02 0.31 0.63 0.34
H -10.335 3.062 7.856 0.16 -0.50 -0.42 0.36
H -9.418 0.649 8.117 0.34 -0.38 -0.62 0.30
H -7.809 1.398 8.463 -0.02 -0.30 0.39 0.23
H -7.937 2.721 6.654 -0.42 0.95 -0.11 0.32
H -7.827 1.218 4.770 0.09 -0.17 -0.22 0.40
H -7.732 -0.009 6.010 -0.17 -0.03 0.14 0.36
H -5.640 0.867 5.147 0.50 -0.21 0.21 0.38
H -5.816 0.952 6.947 0.63 0.22 0.18 0.33
H -3.857 2.353 5.345 -0.53 -0.46 -0.15 0.31
H -4.307 2.781 7.043 0.63 -0.21 0.00 0.31
H -4.297 3.989 5.773 -0.11 0.04 -0.03 0.26
O -5.805 -5.935 2.644 0.46 -0.58 -0.51 -0.50
C -4.511 -5.543 2.239 2.00 0.20 -0.04 -0.44
C -3.461 -6.733 1.987 -0.37 -0.29 1.28 -0.23
O -2.051 -6.427 1.885 -0.72 1.22 -0.44 -0.52
H -6.250 -6.199 1.835 -0.37 -0.17 0.08 0.31
H -4.564 -4.867 1.385 0.04 -0.11 -0.26 0.31
H -4.129 -4.938 3.061 0.20 -0.09 0.02 0.27
H -3.732 -7.378 1.151 -0.38 0.16 -0.13 0.25
H -3.472 -7.312 2.910 -0.86 -0.35 0.01 0.25
H -1.610 -7.272 1.771 0.02 0.01 -0.04 0.31
O 2.174 -0.238 -1.611 0.43 -0.50 -0.78 -0.53
C 1.399 0.765 -1.024 1.06 0.52 1.63 -0.39
C -0.037 0.686 -1.288 -1.43 -0.97 -1.88 -0.39
O -0.797 -0.181 -0.454 -0.39 1.00 1.12 -0.54
H 2.066 -1.023 -1.068 0.15 -0.12 -0.08 0.31
H 1.597 0.699 0.046 -0.43 0.19 0.44 0.27
H 1.764 1.766 -1.255 0.29 -0.18 -0.71 0.34
H -0.235 0.329 -2.299 0.63 -0.17 -0.48 0.27
H -0.426 1.695 -1.420 -0.67 0.01 1.27 0.35
H -0.669 -1.122 -0.593 0.36 0.21 -0.53 0.30
```
Positions in Å, forces in eV/Å.

**SMILES string**: COC[C@H](C)N.COC[C@H](C)N.COC[C@H](C)N.COC[C@H](C)N.COCCNCCOC.COCCNCCOC.COCCNCCOC.COCCNCCOC.OCCO.OCCO
**2S+1**: 1
**Maximum force**: 0.073 hartree/bohr
**Net charge**: 0
**Gap between HOMO and LUMO**: 8.54 eV